Entry from OMol25: a structure of composition C33H45N3O7PS3Sn (wB97M-V/def2-TZVPD).

```
93
Properties=species:S:1:pos:R:3
Sn -0.1218 -0.6689 -0.1567
C -0.6555 -3.9874 -2.9836
C -1.9176 -3.7867 -2.1541
C -2.7067 -2.7076 -2.3495
C -3.9547 -2.5314 -1.7362
C -4.3630 -3.5097 -0.8417
C -3.5948 -4.6337 -0.6066
C -2.4144 -4.8018 -1.3339
H -0.3976 -3.1055 -3.5895
H -0.9399 -4.8427 -3.6037
H 0.2231 -4.1943 -2.3436
H -2.3952 -2.0577 -3.1470
H -4.5391 -1.6750 -2.0262
H -5.4167 -3.4634 -0.4624
H -3.9910 -5.4584 0.0007
H -1.8272 -5.7089 -1.1765
O 3.7832 1.3678 -0.0570
S 2.9880 2.4913 -0.4535
O 3.4147 3.2804 -1.5776
O 1.9440 2.8956 0.4213
S 0.5633 1.2636 -1.7054
C 7.2305 1.3755 -2.3396
C 5.8687 0.8852 -2.8366
C 5.4456 -0.2809 -2.2101
C 4.1962 -0.7496 -2.4195
C 3.3147 -0.0990 -3.3028
C 3.7706 0.9824 -4.0187
C 5.0216 1.5154 -3.7610
S 1.7528 -0.7338 -3.5101
O 1.4743 -1.0030 -4.8764
O 0.7291 0.4836 -3.2675
O 1.5196 -1.7531 -2.4948
H 7.9552 1.5599 -3.2119
H 7.7778 0.6722 -1.7168
H 7.1089 2.3623 -1.8239
H 6.0569 -0.7712 -1.4599
H 3.8341 -1.6377 -1.9360
H 3.1486 1.3470 -4.8076
H 5.2943 2.5050 -4.1035
C -0.7770 3.2100 2.6909
C -1.8787 2.9433 1.6114
C -3.2383 3.5864 1.9375
C -1.4606 3.6325 0.2499
P -2.0298 1.1450 1.1488
C -3.4223 1.1757 -0.0458
C -4.8264 1.0572 0.1851
C -5.7359 1.0241 -0.8356
C -5.3145 1.1488 -2.1710
C -3.9901 1.2918 -2.4082
C -3.0222 1.3243 -1.3980
C -2.5580 0.1630 2.6753
C -1.2848 0.0106 3.4815
C -3.5707 0.7986 3.6060
C -2.9909 -1.2173 2.2109
H -0.5916 4.2710 2.7485
H 0.1497 2.5915 2.4263
H -1.0833 2.8853 3.6895
H -3.1353 4.6127 2.3093
H -3.7729 3.1509 2.8107
H -3.8353 3.7026 1.0673
H -1.5683 4.7302 0.2337
H -2.1295 3.4088 -0.5558
H -0.4668 3.3562 -0.1105
H -5.2564 1.0059 1.1687
H -6.7869 0.8915 -0.6138
H -6.0805 1.0610 -2.8866
H -3.5811 1.3454 -3.4046
H -2.0285 1.5282 -1.7175
H -1.0547 0.9113 4.0685
H -0.3633 -0.0124 2.8433
H -1.4006 -0.8391 4.2792
H -3.2103 1.6363 4.2543
H -3.7669 0.0898 4.4275
H -4.5912 1.0551 3.1937
H -2.2809 -1.8040 1.6752
H -3.9505 -1.1504 1.6671
H -3.2227 -1.8019 3.1036
C 2.7806 0.8493 3.6233
N 3.0632 -0.3610 2.8294
C 4.0629 -1.1737 3.2372
C 4.3818 -2.2769 2.5303
C 3.7459 -2.4171 1.2352
N 2.7101 -1.6276 0.8552
C 2.3468 -0.6359 1.6712
O 1.2481 -0.0139 1.4606
N 4.1078 -3.3918 0.4265
H 2.3951 1.5707 2.9493
H 3.6281 1.1767 4.1422
H 2.0023 0.6038 4.3647
H 4.5165 -0.8584 4.1769
H 5.1293 -2.9938 2.7624
H 4.9375 -3.8779 0.6200
H 3.8722 -3.3181 -0.5215
```

Properties
charge = +1
energy above the lowest of the compared OMol25 structures with the same formula, charge and spin = 0.0 kcal per mole
orbital gap = 8.017 eV
spin multiplicity = 1
lowest unoccupied orbital energy = -2.757 eV


Entry from OMol25: a structure of composition C33H45N5OTl (wB97M-V/def2-TZVPD).

```
85
Properties=species:S:1:pos:R:3
Tl 0.7783 0.0688 1.4125
N 0.7133 2.8908 -1.2548
N 2.2476 -0.1993 -1.5086
C -1.6993 -1.6582 0.5294
C -1.7375 -1.4511 -0.8803
C -2.1618 -0.1181 -1.1196
C -2.1479 0.6022 -2.4116
H -1.6964 0.0034 -3.2075
H -1.5886 1.5459 -2.3468
H -3.1735 0.8451 -2.7167
C -2.4009 0.5069 0.1301
C -2.7231 1.9356 0.2918
H -3.8090 2.1102 0.3086
H -2.2965 2.5159 -0.5369
H -2.2857 2.3218 1.2143
C -2.1245 -0.4397 1.1566
C -2.0350 -0.1496 2.6080
H -1.7315 0.8870 2.8048
H -1.3209 -0.8050 3.1270
H -3.0104 -0.3018 3.0821
C -1.2765 -2.3676 -1.9449
H -2.0441 -2.4276 -2.7301
H -1.0856 -3.3729 -1.5581
H -0.3514 -2.0045 -2.4231
C -1.1605 -2.8340 1.2578
H -0.4090 -2.5581 2.0160
H -0.6825 -3.5449 0.5757
H -1.9766 -3.3479 1.7876
C 0.9729 4.1548 -0.9286
H 0.2183 4.6843 -0.3502
C 2.1274 4.8597 -1.2932
H 2.1985 5.9102 -1.0302
C 3.1209 4.1686 -1.9924
H 4.0243 4.6824 -2.3168
C 2.9399 2.8207 -2.2539
H 3.6845 2.2036 -2.7669
C 1.7090 2.1905 -1.8591
C 1.4487 0.8015 -2.0052
H 0.4765 0.4752 -2.3926
C 1.7336 -1.0307 -0.5225
C 3.5033 -0.6805 -1.9286
H 4.0170 -0.2286 -2.7507
C 3.7791 -1.7570 -1.1909
H 4.6280 -2.3973 -1.1940
N 2.7247 -1.9443 -0.2789
C 2.5513 -3.0540 0.6424
C 1.9844 -4.2508 0.1707
C 1.7834 -5.3167 1.0628
H 1.3628 -6.2522 0.6806
C 2.1173 -5.2193 2.4150
C 1.9445 -6.3843 3.3578
H 1.1119 -6.2173 4.0604
H 2.8561 -6.5340 3.9559
H 1.7416 -7.3052 2.7949
C 2.6021 -3.9951 2.8791
H 2.8479 -3.8807 3.9403
C 2.8220 -2.9109 2.0132
C 3.3592 -1.6460 2.5991
H 4.3231 -1.3523 2.1661
H 3.4537 -1.7596 3.6860
H 2.6813 -0.7924 2.4719
C 1.5816 -4.4435 -1.2563
H 2.3845 -4.9212 -1.8379
H 1.3136 -3.5011 -1.7452
H 0.7123 -5.1177 -1.2932
C 2.0212 2.6677 3.0694
N 1.0690 3.7640 3.0062
C 1.4865 5.0840 3.4771
C -0.0298 3.6002 2.2024
O -0.2078 2.5225 1.5685
N -0.9314 4.6528 2.2009
C -1.5443 4.9980 3.4822
C -1.7699 4.9043 1.0384
H 2.8388 2.9740 3.7274
H 2.4382 2.4291 2.0742
H 1.5309 1.7899 3.5205
H 1.4298 5.8408 2.6707
H 0.8952 5.4052 4.3521
H 2.5308 4.9960 3.7982
H -1.4532 6.0660 3.7328
H -2.6191 4.7607 3.4537
H -1.0938 4.3935 4.2789
H -1.3680 4.3959 0.1616
H -2.8004 4.5531 1.1889
H -1.7988 5.9838 0.8110
```

Properties
charge = -1
energy above the lowest of the compared OMol25 structures with the same formula, charge and spin = 41.0 kcal per mole
orbital gap = 4.559 eV
spin multiplicity = 1
lowest unoccupied orbital energy = 2.214 eV


Entry from OMol25: a structure of composition C33H45NO2P2STc (wB97M-V/def2-TZVPD).

```
85
Properties=species:S:1:pos:R:3
Tc 0.3683 0.3584 -0.6724
C 3.3074 -1.7960 1.2784
C 3.7542 -0.3735 0.9364
C 4.8116 0.1311 1.9184
P 2.2692 0.7091 0.7344
C 2.9085 2.3555 0.1286
C 2.4444 2.4527 -1.3327
C 2.4305 3.5590 0.9374
C 1.4162 1.0220 2.3050
C 2.0519 1.3781 3.4801
C 1.3381 1.7417 4.6254
C 2.0456 2.0601 5.9029
C -0.0542 1.8178 4.5267
C -0.7123 1.4741 3.3685
C -0.0008 1.0005 2.2470
N -0.6425 0.5951 1.0904
C -1.9605 0.1479 1.1092
C -2.5274 -0.5245 2.2023
C -3.8387 -0.9478 2.1533
C -4.6381 -0.7303 1.0291
C -6.0697 -1.1624 0.9949
C -4.0477 -0.1291 -0.0903
C -2.7350 0.2910 -0.0691
P -1.8107 0.9200 -1.5020
C -2.5444 0.1659 -3.0120
C -2.3284 -1.3483 -2.9870
C -1.8929 0.8088 -4.2375
C -2.1769 2.7373 -1.5687
C -3.6603 3.0082 -1.8101
C -1.6915 3.4118 -0.2823
H 4.1798 -2.4452 1.3564
H 2.6471 -2.2090 0.5158
H 2.7843 -1.8201 2.2368
H 4.1822 -0.3653 -0.0733
H 4.5370 -0.1074 2.9450
H 5.0024 1.2022 1.8378
H 5.7500 -0.3824 1.7084
H 3.9994 2.3211 0.1504
H 1.3405 2.5187 -1.3951
H 2.7918 1.6032 -1.9293
H 2.8318 3.3566 -1.8037
H 1.3407 3.6024 0.9971
H 2.7795 4.4766 0.4620
H 2.8193 3.5432 1.9533
H 3.1324 1.4031 3.5166
H 3.0477 2.4463 5.7233
H 2.1474 1.1511 6.5017
H 1.4869 2.7817 6.4963
H -0.6291 2.1723 5.3731
H -1.7842 1.5977 3.3005
H -1.9210 -0.7486 3.0697
H -4.2496 -1.4808 3.0015
H -6.4639 -1.3000 1.9992
H -6.1670 -2.1119 0.4623
H -6.6850 -0.4332 0.4689
H -4.6423 -0.0072 -0.9883
H -3.6149 0.3820 -3.0106
H -1.2636 -1.5903 -3.0176
H -2.7966 -1.8036 -3.8601
H -2.7574 -1.8063 -2.0947
H -0.8064 0.6843 -4.2140
H -2.1167 1.8736 -4.3092
H -2.2590 0.3333 -5.1471
H -1.5952 3.1279 -2.4088
H -4.2745 2.5516 -1.0326
H -3.9915 2.6471 -2.7836
H -3.8372 4.0839 -1.7832
H -2.2579 3.0611 0.5826
H -1.8311 4.4900 -0.3578
H -0.6298 3.2251 -0.0965
O 2.9417 -6.0275 -4.8263
C 2.5621 -6.2132 -3.5589
O 2.7444 -7.2502 -2.9942
C 1.8949 -5.0611 -2.8474
C 2.1979 -3.7283 -3.1061
C 1.6166 -2.7251 -2.3487
C 0.7197 -3.0571 -1.3364
S -0.0221 -1.9010 -0.2597
C 0.3953 -4.3956 -1.0895
C 0.9922 -5.3893 -1.8367
H 2.6563 -5.1891 -5.2021
H 2.9174 -3.4637 -3.8715
H 1.8674 -1.6859 -2.5335
H -0.3071 -4.6395 -0.3023
H 0.7830 -6.4325 -1.6445
```

Properties
charge = +2
energy above the lowest of the compared OMol25 structures with the same formula, charge and spin = 7.6 kcal per mole
⟨S²⟩ = 3.817
orbital gap (spin up / spin down) = 6.439 / 5.624 eV
spin multiplicity = 4
lowest unoccupied orbital energy (spin up / spin down) = -7.022 / -8.244 eV


Entry from OMol25: a structure of composition C33H46BIN3O9P2Ru (wB97M-V/def2-TZVPD).

```
96
Properties=species:S:1:pos:R:3
Ru -0.0992 -0.0728 -0.3133
C 1.8827 -0.0274 3.6467
C 1.6513 -0.0502 2.1677
N 0.8402 0.8185 1.5430
N 0.3023 1.8159 2.2627
C -0.3808 2.7258 1.6855
O -0.6075 2.6456 0.3098
C -0.8524 3.8995 2.4314
C -0.9600 5.1595 1.8394
C -1.4302 6.2465 2.5615
C -1.7911 6.0965 3.8944
C -1.6565 4.8524 4.5002
C -1.1886 3.7643 3.7786
C 2.3297 -0.9460 1.2998
C 3.1371 -2.0136 1.7531
C 3.8080 -2.7878 0.8386
C 3.6986 -2.5072 -0.5298
C 2.8550 -1.4797 -0.9077
N 2.1756 -0.7246 -0.0434
H 1.3960 0.8481 4.0694
H 2.9501 0.0089 3.8799
H 1.4646 -0.9187 4.1311
H -0.6479 5.3036 0.8060
H -1.5070 7.2178 2.0819
H -2.1668 6.9436 4.4577
H -1.9283 4.7254 5.5429
H -1.1008 2.7876 4.2400
H 3.2070 -2.2102 2.8165
H 4.4145 -3.6229 1.1753
H 4.2357 -3.0812 -1.2739
H 2.7162 -1.2452 -1.9583
C 0.2623 -5.5323 0.7703
C -0.9939 -4.7265 1.0719
C -0.7439 -3.6442 2.0990
O -1.6013 -4.1947 -0.1759
P -0.8347 -3.4188 -1.3145
O 0.2144 -2.4616 -0.8993
C -2.1636 -2.6679 -2.2775
P -1.5464 -1.2939 -3.2864
O -0.8129 -0.1932 -2.6210
O -0.6346 -2.0464 -4.3524
C -0.8758 -2.0993 -5.7937
C -0.1973 -0.9037 -6.4373
C -0.3198 -3.4124 -6.3028
O -2.8253 -0.8249 -4.0910
C -3.3532 0.5541 -4.0792
C -4.5115 0.6213 -3.1096
C -3.7702 0.8784 -5.4966
O -0.1665 -4.5040 -2.2394
C -0.7316 -5.6252 -2.9589
C 0.4286 -6.5507 -3.2435
C -1.8565 -6.3316 -2.2163
H 0.6139 -6.0069 1.6878
H 1.0528 -4.8796 0.3880
H 0.0612 -6.3143 0.0300
H -1.7719 -5.3886 1.4351
H -0.0698 -2.8931 1.7046
H -0.2816 -4.0913 2.9855
H -1.6723 -3.1565 2.3920
H -2.9326 -2.3211 -1.5884
H -2.5851 -3.3927 -2.9826
H -1.9440 -2.0526 -5.9762
H 0.8837 -0.9655 -6.2865
H -0.5530 0.0271 -5.9904
H -0.4090 -0.8839 -7.5083
H 0.7385 -3.4938 -6.0405
H -0.4217 -3.4569 -7.3902
H -0.8560 -4.2591 -5.8730
H -2.5572 1.2222 -3.7603
H -5.2506 -0.1471 -3.3616
H -4.9808 1.6062 -3.1678
H -4.1732 0.4596 -2.0808
H -4.5333 0.1685 -5.8323
H -2.9209 0.8316 -6.1833
H -4.1897 1.8869 -5.5276
H -1.1139 -5.2369 -3.9014
H 0.8125 -6.9608 -2.3046
H 1.2354 -6.0035 -3.7357
H 0.1082 -7.3726 -3.8887
H -1.4755 -6.8233 -1.3188
H -2.2931 -7.0874 -2.8720
H -2.6448 -5.6408 -1.9154
I -2.6236 -0.2027 0.5279
O -1.7028 3.4324 -1.6849
B -1.7153 3.1355 -0.3247
O -2.9658 3.3834 0.2337
C -3.7198 3.8980 -0.7923
C -5.0163 4.3507 -0.7586
C -5.5485 4.8227 -1.9629
C -4.7938 4.8278 -3.1322
C -3.4730 4.3701 -3.1468
C -2.9639 3.9132 -1.9556
H -5.5874 4.3383 0.1654
H -6.5683 5.1912 -1.9815
H -5.2342 5.2044 -4.0507
H -2.8714 4.3887 -4.0490
```

Properties
energy above the lowest of the compared OMol25 structures with the same formula, charge and spin = 0.0 kcal per mole
⟨S²⟩ = 8.785
orbital gap (spin up / spin down) = 5.347 / 7.695 eV
spin multiplicity = 6
lowest unoccupied orbital energy (spin up / spin down) = 0.425 / 0.193 eV


Entry from OMol25: a structure of composition C33H46Cl3N5PRuSi2Te (wB97M-V/def2-TZVPD).

```
92
Properties=species:S:1:pos:R:3
Ru -1.2211 -0.8145 0.2487
C 2.0610 -1.4420 2.5621
C 2.8578 -0.8532 1.4209
C 4.0826 -0.2496 1.6983
C 4.8512 0.3280 0.6979
C 4.4038 0.3165 -0.6137
C 3.1962 -0.2937 -0.9202
C 2.4192 -0.8799 0.0797
P 0.8275 -1.6373 -0.3680
C 0.7432 -1.6090 -2.2113
C -0.1287 -0.5933 -2.6273
C -0.4460 -0.3865 -3.9553
C 0.0959 -1.2322 -4.9112
C 0.9773 -2.2261 -4.5226
C 1.3405 -2.4266 -3.1889
C 2.3939 -3.4685 -2.9123
C 1.1439 -3.3909 0.1290
C 2.3850 -3.9785 0.1545
C 2.5083 -5.3676 0.2918
C 1.3917 -6.2065 0.4023
C 0.1514 -5.6398 0.4863
C 0.0243 -4.2152 0.4725
C -1.0660 -3.7052 1.1183
H 2.3610 -0.9945 3.5086
H 2.2174 -2.5226 2.6510
H 0.9924 -1.2820 2.4412
H 4.4368 -0.2314 2.7232
H 5.8001 0.7888 0.9469
H 4.9917 0.7772 -1.4000
H 2.8514 -0.3033 -1.9484
H -0.5585 0.0755 -1.8891
H -1.1111 0.4202 -4.2365
H -0.1500 -1.1078 -5.9599
H 1.4267 -2.8598 -5.2798
H 2.9254 -3.7056 -3.8319
H 1.9648 -4.4024 -2.5360
H 3.1314 -3.1093 -2.1947
H 3.2738 -3.3850 -0.0107
H 3.5000 -5.8087 0.2584
H 1.5177 -7.2813 0.4595
H -0.7318 -6.2417 0.6794
H -1.0387 -2.7105 1.5436
H -1.9279 -4.3411 1.3363
Cl -3.2253 -5.2394 -2.3661
C -4.0454 -3.6881 -2.1464
Cl -5.4207 -3.8729 -1.0555
Cl -4.5493 -3.0289 -3.6918
C -3.0946 -2.7700 -1.5236
N -2.3405 -2.0533 -1.0644
N -5.6121 1.9350 2.2324
C -6.0246 1.6485 0.9924
N -7.1731 2.1597 0.5550
N -5.3471 0.8770 0.1433
C -4.1985 0.3734 0.4792
N -3.1661 -0.0795 0.7681
H -6.1723 2.4831 2.8621
H -4.7791 1.5067 2.5989
H -7.7590 2.7439 1.1228
H -7.4660 1.9383 -0.3794
C 3.7015 3.8206 2.4824
Si 2.0329 3.1305 2.9486
C 0.7989 4.4930 3.2907
C 2.1610 1.9943 4.4290
C 1.4295 2.1425 1.4461
Te -0.4861 1.2575 1.7431
C -1.5324 2.8385 0.7548
Si -1.4406 3.0688 -1.1280
C -2.1035 4.7832 -1.4464
C 0.3203 2.9358 -1.7446
C -2.5294 1.8048 -1.9813
H 4.1723 4.3331 3.3301
H 3.6212 4.5412 1.6615
H 4.3766 3.0181 2.1592
H 1.1164 5.0905 4.1528
H -0.1928 4.0927 3.5273
H 0.7019 5.1748 2.4380
H 2.2673 2.5824 5.3476
H 3.0346 1.3403 4.3561
H 1.2725 1.3697 4.5464
H 2.1362 1.3564 1.1805
H 1.3235 2.7892 0.5718
H -1.1452 3.7294 1.2612
H -2.5741 2.7393 1.0718
H -1.4898 5.5452 -0.9548
H -3.1285 4.8898 -1.0750
H -2.1151 5.0091 -2.5194
H 0.9221 3.7814 -1.3929
H 0.3363 2.9648 -2.8406
H 0.8205 2.0115 -1.4310
H -3.5851 2.0771 -1.8779
H -2.4081 0.8027 -1.5734
H -2.3068 1.7550 -3.0535
```

Properties
charge = +2
energy above the lowest of the compared OMol25 structures with the same formula, charge and spin = 51.4 kcal per mole
⟨S²⟩ = 0.787
orbital gap (spin up / spin down) = 5.440 / 4.856 eV
spin multiplicity = 2
lowest unoccupied orbital energy (spin up / spin down) = -7.446 / -7.601 eV